Record 1
{
  "formula": "C38H33F3GeN5O2PbS2",
  "method": "ωB97M-V/def2-TZVPD",
  "gap_ev": 7.34,
  "relative_energy_kcal_mol": 23.1,
  "total_charge": -1,
  "lumo_ev": 1.8,
  "species": ["Pb", "F", "C", "F", "F", "C", "C", "C", "C", "N", "C", "S", "H", "H", "H", "O", "C", "O", "C", "C", "Ge", "C", "C", "C", "C", "C", "C", "C", "C", "C", "C", "C", "C", "C", "C", "C", "C", "C", "C", "H", "H", "H", "H", "H", "H", "H", "H", "H", "H", "H", "H", "H", "H", "H", "H", "H", "H", "H", "N", "C", "C", "C", "C", "C", "C", "C", "H", "H", "H", "H", "C", "C", "C", "N", "N", "C", "N", "S", "H", "H", "H", "H", "H", "H", "H"],
  "xyz": [[-2.16481, -1.17030, -0.32278], [-2.78588, 3.30827, 3.25068], [-1.44490, 2.98846, 3.09416], [-0.69528, 3.67828, 4.01483], [-1.14854, 3.50275, 1.83625], [-1.18964, 1.52999, 3.28471], [-0.36534, 0.99750, 4.24052], [-0.06893, -0.34845, 4.32738], [-0.50362, -1.19950, 3.33279], [-1.27121, -0.74811, 2.33753], [-1.70317, 0.53611, 2.33262], [-2.95521, 0.99413, 1.19275], [0.10031, 1.65802, 4.97182], [0.50112, -0.64610, 5.20749], [-0.24371, -2.22564, 3.24705], [0.97931, 0.87447, -2.41923], [-0.22335, 1.02919, -1.97633], [-1.09594, 0.16424, -2.09551], [-0.44816, 2.40024, -1.35225], [0.84162, 2.77863, -0.62394], [2.47822, 1.78101, -1.22554], [3.59636, 2.27226, 0.39681], [4.91190, 1.68696, 0.65803], [5.41678, 1.77122, 1.94029], [4.81703, 2.58574, 2.90942], [3.61790, 3.19626, 2.64272], [3.05038, 3.12954, 1.38707], [3.24318, -0.05370, -1.20008], [3.21461, -0.76570, -0.01382], [3.39931, -2.14433, 0.03093], [3.54581, -2.87785, -1.16583], [3.69430, -2.15006, -2.35560], [3.57871, -0.76996, -2.34406], [3.32228, 2.78265, -2.72626], [4.23675, 3.83738, -2.44756], [4.92081, 4.45028, -3.49894], [4.75871, 4.07563, -4.80696], [3.79169, 3.15857, -5.08884], [3.10969, 2.51174, -4.06764], [-1.30489, 2.49448, -0.67260], [-0.61688, 3.11156, -2.16817], [0.73081, 2.69374, 0.45909], [1.16574, 3.80352, -0.84958], [5.38898, 1.20200, -0.17182], [6.33825, 1.23148, 2.11127], [5.32531, 2.76131, 3.82073], [3.10641, 3.82128, 3.39705], [2.23463, 3.82131, 1.11261], [2.99720, -0.31652, 0.96205], [3.41099, -2.74197, 0.95212], [3.75432, -3.96516, -1.14530], [3.95087, -2.62782, -3.27904], [3.61326, -0.26087, -3.32316], [4.27507, 4.26458, -1.42947], [5.71179, 5.16684, -3.24952], [5.39634, 4.50981, -5.60365], [3.61108, 2.85572, -6.12736], [2.40267, 1.71259, -4.31645], [-8.75572, -0.88004, -4.13996], [-7.79512, -0.86774, -3.47834], [-6.61141, -0.85645, -2.73242], [-5.34659, -0.80842, -3.36496], [-4.21775, -0.94793, -2.55605], [-4.26426, -1.15228, -1.19841], [-5.54231, -1.20841, -0.62353], [-6.68959, -1.02119, -1.33011], [-5.24701, -0.65094, -4.44301], [-3.20931, -0.98100, -3.01624], [-5.62663, -1.29266, 0.43699], [-7.65304, -1.06215, -0.77911], [-2.36700, -6.81652, 0.43820], [-3.05299, -6.43576, 1.75010], [-3.07297, -4.90738, 2.01299], [-3.34888, -4.02837, 1.14414], [-3.65129, -2.76727, 1.63770], [-3.60724, -2.74917, 2.97998], [-3.98517, -1.64870, 3.70050], [-3.14158, -4.26477, 3.68788], [-2.48473, -7.88846, 0.38759], [-1.27693, -6.46514, 0.37664], [-2.91346, -6.43496, -0.42331], [-2.64181, -6.97275, 2.62470], [-4.15993, -6.70678, 1.68988], [-3.96021, -0.77147, 3.17268], [-3.68810, -1.53100, 4.66200]]
}

Record 2
{
  "formula": "C8H12N4",
  "method": "ωB97M-V/def2-TZVPD",
  "gap_ev": 8.60,
  "smiles": "Cc1c[nH]cn1.Cc1c[nH]cn1",
  "relative_energy_kcal_mol": 25.1,
  "lumo_ev": 0.7,
  "species": ["C", "C", "C", "C", "N", "N", "H", "H", "H", "H", "H", "H", "C", "C", "C", "C", "N", "N", "H", "H", "H", "H", "H", "H"],
  "xyz": [[-0.64045, -1.09966, 4.38324], [1.22135, -0.38243, 1.43032], [-0.38825, -1.80699, 1.93020], [-0.12611, -1.03397, 3.02455], [0.42930, -1.44020, 0.93004], [0.82078, -0.12221, 2.65896], [0.56657, -1.90124, 0.04725], [1.90859, 0.09138, 0.79086], [-1.10308, -2.58074, 1.66583], [-0.15202, -1.88747, 4.95140], [-1.65837, -1.46399, 4.51690], [-0.47617, -0.16283, 4.95175], [-0.50803, 2.33655, -1.20821], [-0.18050, 1.23544, -2.17421], [0.63097, -0.46766, -3.11891], [-0.16008, 1.50064, -3.50433], [0.33253, -0.02340, -1.88889], [0.26793, 0.31023, -4.13329], [1.23472, -1.36951, -3.24345], [-0.99187, 2.06272, -0.26077], [-1.22432, 3.05307, -1.63453], [0.46655, 0.17921, -5.11029], [-0.75134, 2.20329, -4.06129], [0.48130, 2.76974, -0.94313]]
}

Record 3
{
  "formula": "C30H44ClMnN2O2Te2",
  "method": "ωB97M-V/def2-TZVPD",
  "spin_multiplicity": 6,
  "gap_ev": [7.11, 7.57],
  "relative_energy_kcal_mol": 8.3,
  "total_charge": 1,
  "lumo_ev": [-2.7, -2.7],
  "species": ["Mn", "C", "C", "O", "N", "Te", "C", "C", "C", "C", "C", "C", "C", "C", "C", "C", "C", "C", "C", "C", "C", "C", "C", "C", "H", "H", "H", "H", "H", "H", "H", "H", "H", "H", "H", "H", "H", "H", "H", "H", "H", "H", "H", "H", "H", "H", "H", "H", "H", "Cl", "C", "C", "C", "C", "N", "C", "C", "H", "H", "H", "H", "H", "H", "H", "C", "Te", "C", "H", "H", "H", "H", "H", "H", "C", "C", "O", "H", "H", "H", "H", "H", "H"],
  "xyz": [[0.17899, 0.05603, -0.21898], [-1.32366, 3.72760, 0.65807], [-0.73076, 2.36909, 0.44341], [-1.48759, 1.42656, 0.12428], [0.59300, 2.06612, 0.48045], [2.13743, 3.04009, 1.19372], [2.10267, 4.06953, 3.04985], [1.12192, 3.91907, 4.02475], [-0.12479, 3.10210, 3.84521], [1.31215, 4.56442, 5.24405], [2.44877, 5.30951, 5.51062], [2.65126, 5.97724, 6.83997], [3.42135, 5.40249, 4.51986], [3.28618, 4.79143, 3.28200], [4.39193, 4.95153, 2.27013], [2.19399, 4.59877, -0.22219], [1.72473, 5.89631, 0.00916], [1.04383, 6.37348, 1.26623], [1.91103, 6.83295, -1.00613], [2.53568, 6.51873, -2.20231], [2.72974, 7.55083, -3.27535], [2.97207, 5.21213, -2.39720], [2.81359, 4.23329, -1.42944], [3.27732, 2.82912, -1.72312], [-2.36331, 3.70258, 0.34581], [-0.78070, 4.46777, 0.06876], [-1.27966, 4.02270, 1.70281], [-0.06381, 2.42234, 2.99350], [-0.99724, 3.74347, 3.70562], [-0.31053, 2.49303, 4.72972], [0.54923, 4.46804, 6.00849], [1.74189, 5.95841, 7.43766], [2.95617, 7.01601, 6.71375], [3.43581, 5.47342, 7.40689], [4.32403, 5.97019, 4.71609], [5.19261, 5.55631, 2.68983], [4.04911, 5.44205, 1.35896], [4.82920, 3.99008, 1.98347], [0.47955, 5.59506, 1.77287], [0.35218, 7.17821, 1.02047], [1.76470, 6.76408, 1.98789], [1.55304, 7.84394, -0.84779], [2.28738, 8.50522, -2.99609], [2.27605, 7.22560, -4.21197], [3.79156, 7.71188, -3.46703], [3.44399, 4.94341, -3.33514], [3.72859, 2.78282, -2.71187], [2.43875, 2.12556, -1.72041], [4.02402, 2.47973, -1.00402], [0.31864, 0.17528, -2.60779], [6.48599, -1.06876, 0.73928], [4.99644, -0.98635, 0.58830], [4.36560, -1.26897, -0.61639], [2.99159, -1.14036, -0.72199], [2.21939, -0.75877, 0.30124], [2.82217, -0.50401, 1.46874], [4.18465, -0.60528, 1.65609], [6.93567, -1.66229, -0.05401], [6.75893, -1.50410, 1.69980], [6.92163, -0.06856, 0.69670], [4.93463, -1.58788, -1.47955], [2.47399, -1.32951, -1.65510], [2.16767, -0.23506, 2.29250], [4.60895, -0.39435, 2.62929], [0.59543, -3.57186, -1.80612], [-0.70098, -2.77971, -0.32079], [-2.31524, -2.45842, -1.66760], [0.68584, -2.83855, -2.60460], [0.17699, -4.50369, -2.17562], [1.56347, -3.76692, -1.35018], [-2.81864, -3.39715, -1.87525], [-1.89506, -2.01520, -2.56711], [-3.00472, -1.75603, -1.20583], [-2.23459, -1.14977, 4.03591], [-0.93711, -0.66435, 3.42976], [-1.03919, -0.50653, 2.01177], [-2.11346, -1.34014, 5.10286], [-2.55423, -2.07442, 3.55628], [-3.02535, -0.40606, 3.91827], [-0.14044, -1.39264, 3.58354], [-0.61942, 0.28048, 3.88594], [-1.72960, 0.13511, 1.79723]]
}

Record 4
{
  "formula": "Cl2HNS",
  "method": "ωB97M-V/def2-TZVPD",
  "gap_ev": 8.47,
  "smiles": "SN(Cl)Cl",
  "relative_energy_kcal_mol": 45.1,
  "lumo_ev": -0.9,
  "species": ["N", "S", "Cl", "Cl", "H"],
  "xyz": [[-1.82688, 0.14092, -0.22397], [-0.56552, -0.03479, 0.95052], [-2.93354, 1.40220, -0.05948], [-2.95273, -1.39565, -0.07625], [-0.10709, -1.23907, 0.50763]]
}

Record 5
{
  "formula": "CH3FOS2",
  "method": "ωB97M-V/def2-TZVPD",
  "gap_ev": 9.86,
  "smiles": "C[S@](=O)(F)=S",
  "relative_energy_kcal_mol": 24.5,
  "lumo_ev": -0.3,
  "species": ["C", "O", "F", "S", "S", "H", "H", "H"],
  "xyz": [[0.94642, 0.12657, 0.17399], [-1.04466, -1.59548, 0.36622], [-0.91296, 0.00931, -1.78218], [-1.87967, 1.27926, 0.75994], [-0.82077, -0.04504, -0.12600], [1.11171, -0.50510, 1.00732], [1.52033, -0.44952, -0.69612], [1.07959, 1.18000, 0.29684]]
}

Record 6
{
  "formula": "C3H8O2PS",
  "method": "ωB97M-V/def2-TZVPD",
  "gap_ev": 4.13,
  "relative_energy_kcal_mol": 63.7,
  "total_charge": -1,
  "lumo_ev": 1.8,
  "species": ["C", "C", "C", "O", "O", "P", "S", "H", "H", "H", "H", "H", "H", "H", "H"],
  "xyz": [[0.16698, -1.37576, 0.00281], [0.76529, 0.14549, -1.94651], [0.41308, -1.04755, -1.48676], [-0.48754, 2.44454, 1.32357], [1.37077, 3.65848, 0.13372], [0.97808, 2.40659, 1.14682], [-3.30598, -2.28453, 3.34837], [-0.82385, -1.79950, 0.07472], [0.31355, -0.34134, 0.46840], [0.94836, -2.10843, 0.20033], [0.52950, 0.84902, -1.21017], [0.80575, 0.43723, -3.03945], [0.37294, -1.88546, -2.31024], [0.64815, 4.38930, -0.03183], [-2.69508, -3.48806, 3.32624]]
}

Record 7
{
  "formula": "C13H24ClF6O3P2Ru",
  "method": "ωB97M-V/def2-TZVPD",
  "spin_multiplicity": 6,
  "gap_ev": [5.36, 5.43],
  "total_charge": 2,
  "lumo_ev": [-7.6, -11.9],
  "species": ["C", "C", "H", "H", "H", "O", "Cl", "Ru", "P", "C", "C", "H", "H", "H", "H", "H", "H", "C", "H", "H", "H", "P", "C", "C", "H", "H", "H", "C", "H", "H", "H", "H", "H", "H", "C", "O", "C", "C", "O", "C", "F", "F", "F", "C", "F", "F", "F", "H", "H", "H"],
  "xyz": [[-0.01133, 3.83281, -0.37061], [-0.45071, 2.54299, -0.98766], [-0.65686, 4.63230, -0.76039], [1.02541, 4.05801, -0.65644], [-0.07000, 3.84166, 0.72080], [-1.06275, 2.52825, -2.05342], [1.60648, 1.65427, 1.27912], [-0.06015, 0.75064, -0.12488], [1.61597, 0.56192, -1.74136], [1.02376, -0.09180, -3.33549], [2.55287, 2.06860, -2.16398], [3.38392, 1.78903, -2.82611], [3.81388, -0.43268, -1.81662], [2.94216, 2.50379, -1.23577], [3.16588, -0.29754, -0.14206], [0.25563, 0.58791, -3.72725], [1.89413, 2.78527, -2.66780], [2.92698, -0.55213, -1.18064], [1.85843, -0.16187, -4.04663], [2.58737, -1.58783, -1.21705], [0.57973, -1.08426, -3.18414], [-1.56780, 1.08897, 1.61150], [-3.24732, 0.51535, 1.22716], [-1.00888, 0.10550, 3.02665], [-0.85244, 3.14873, 2.63553], [-2.52548, 2.70331, 3.11660], [-2.21860, 3.40783, 1.49614], [-1.81387, 2.75940, 2.28186], [0.08056, 0.19871, 3.10013], [-1.48824, 0.47841, 3.94029], [-3.90902, 0.70235, 2.08194], [-3.21474, -0.55939, 1.01661], [-1.26193, -0.94785, 2.86783], [-3.61831, 1.04953, 0.34381], [-1.40134, 0.11972, -1.23920], [-2.26142, -0.21885, -1.95051], [-0.09964, -3.10363, -0.96748], [0.16431, -2.66483, 0.47379], [0.36606, -1.35964, 0.70336], [-1.08997, -3.20634, 1.31074], [-1.40668, -4.50012, 1.01911], [-0.94952, -3.11128, 2.65771], [-2.18988, -2.45514, 0.96753], [1.46241, -3.43866, 1.01233], [1.28099, -4.79467, 1.06911], [2.50888, -3.23047, 0.15221], [1.85120, -3.01572, 2.23381], [-1.07528, -2.72488, -1.29378], [-0.09893, -4.19704, -1.02781], [0.66408, -2.67865, -1.62857]]
}

Record 8
{
  "formula": "C48H51N3O2SbTeV",
  "method": "ωB97M-V/def2-TZVPD",
  "spin_multiplicity": 3,
  "gap_ev": [6.88, 6.99],
  "relative_energy_kcal_mol": 6.2,
  "lumo_ev": [0.1, 0.2],
  "species": ["V", "C", "N", "C", "C", "C", "N", "C", "C", "C", "C", "C", "C", "C", "O", "C", "C", "C", "N", "C", "C", "C", "C", "C", "C", "C", "O", "H", "H", "H", "H", "H", "H", "H", "H", "H", "H", "H", "H", "H", "H", "H", "H", "H", "H", "H", "H", "H", "H", "H", "H", "H", "C", "C", "C", "C", "C", "C", "Sb", "C", "C", "C", "C", "C", "C", "C", "C", "C", "C", "C", "C", "H", "H", "H", "H", "H", "H", "H", "H", "H", "H", "H", "H", "H", "H", "H", "C", "C", "C", "C", "C", "C", "Te", "C", "C", "C", "H", "H", "H", "H", "H", "H", "H", "H", "H", "H", "H"],
  "xyz": [[-0.90005, -1.04591, 0.76356], [-3.74706, -0.84919, 1.94243], [-3.15490, -1.09374, 0.62793], [-3.72844, -2.38078, 0.16450], [-2.95882, -3.02079, -0.94105], [-1.76019, -3.80700, -0.41639], [-1.09453, -3.15145, 0.68819], [-0.57498, -3.88540, 1.61404], [-0.00219, -3.43147, 2.84682], [0.59962, -4.39170, 3.68114], [0.84317, -4.13545, 5.00637], [0.46984, -2.93522, 5.56329], [-0.10234, -1.96350, 4.75653], [-0.34769, -2.17065, 3.37279], [-0.99255, -1.32737, 2.62033], [-3.53673, -0.02574, -0.32770], [-3.34852, 1.36908, 0.19645], [-2.10651, 1.68984, 1.00626], [-0.92590, 0.88646, 0.70999], [0.31314, 1.54192, 0.96161], [1.39322, 1.16212, 0.02090], [2.07265, 2.22524, -0.59230], [3.16336, 2.01206, -1.40220], [3.63310, 0.70830, -1.52485], [2.98659, -0.37418, -0.90192], [1.78114, -0.19157, -0.14346], [1.07665, -1.13705, 0.41874], [-4.84283, -0.79354, 1.86332], [-3.35375, 0.03640, 2.41952], [-3.46004, -1.67020, 2.58240], [-4.82813, -2.22518, -0.03077], [-3.70900, -3.06783, 1.02874], [-2.66407, -2.29945, -1.70538], [-3.61579, -3.66599, -1.52977], [-1.03889, -3.86089, -1.20709], [-2.04205, -4.82806, -0.11313], [-0.74631, -4.96143, 1.45104], [0.80395, -5.36825, 3.25371], [1.26403, -4.92091, 5.60669], [0.63231, -2.72135, 6.60980], [-0.41890, -1.00645, 5.16866], [-4.59031, -0.17836, -0.61079], [-2.97355, -0.19310, -1.26692], [-4.20461, 1.69215, 0.78725], [-3.35552, 1.98261, -0.70714], [-2.30243, 1.59950, 2.06731], [-1.83698, 2.72179, 0.78594], [0.18935, 2.64721, 0.94615], [1.75963, 3.21078, -0.35473], [3.70766, 2.85041, -1.86195], [4.50192, 0.49365, -2.10633], [3.36867, -1.38125, -1.01763], [-3.94291, -3.19154, -5.20120], [-2.64202, -3.64642, -5.08057], [-1.65299, -2.87553, -4.49426], [-1.95895, -1.59679, -4.02113], [-3.25997, -1.11232, -4.17244], [-4.23634, -1.90098, -4.76719], [-0.56351, -0.58681, -2.69447], [1.19384, -1.24742, -3.70453], [1.74038, -2.48494, -3.34357], [2.86757, -2.98617, -3.96868], [3.50020, -2.20113, -4.92742], [2.98672, -0.97541, -5.30947], [1.82752, -0.49065, -4.69936], [-0.93475, 1.40206, -3.49643], [-0.93773, 2.49682, -2.64983], [-1.06161, 3.77879, -3.14002], [-1.24008, 3.96651, -4.51531], [-1.26941, 2.87312, -5.37634], [-1.11420, 1.59336, -4.84932], [-4.73105, -3.77933, -5.67323], [-2.40944, -4.62023, -5.46884], [-0.64220, -3.27860, -4.46307], [-3.49163, -0.10969, -3.83775], [-5.20712, -1.48307, -4.95940], [1.29976, -3.08617, -2.57448], [3.31676, -3.92643, -3.65977], [4.40360, -2.55500, -5.36767], [3.50047, -0.36766, -6.04252], [1.44668, 0.48338, -5.04015], [-0.81117, 2.34803, -1.55848], [-0.97560, 4.59864, -2.47271], [-1.26825, 4.95515, -4.92301], [-1.40016, 3.00558, -6.42321], [-1.18881, 0.75598, -5.51448], [4.81631, 5.22615, 5.97415], [3.90712, 4.27777, 5.26451], [4.37595, 3.38501, 4.31551], [3.55748, 2.52089, 3.63760], [4.20173, 1.55289, 2.67645], [2.17468, 2.56448, 3.87442], [0.89219, 1.03091, 3.05660], [1.65713, 3.49254, 4.79251], [0.18461, 3.68715, 5.06047], [2.53993, 4.30288, 5.48645], [5.79302, 5.18205, 5.49767], [4.89677, 5.02307, 7.04196], [4.43981, 6.24348, 5.85990], [5.42949, 3.32493, 4.09867], [5.23348, 1.81935, 2.48705], [3.70312, 1.47160, 1.71248], [4.23072, 0.54456, 3.09663], [-0.42423, 3.63552, 4.18396], [0.02348, 4.65925, 5.54504], [-0.19331, 2.93111, 5.74536], [2.12156, 5.00021, 6.21198]]
}

Going through the records in order, we get E values of -5257.902557, -531.044802, -3576.628431, -1373.807408, -1011.296787, -1009.132271, -2571.672504, -3626.712920 Eh.